Density functional theory data (ωB97M-V with the def2-TZVPD basis set) for 4 unconnected molecules or ions with the total composition C29H57N3O5.

Output
* HOMO-LUMO gap (spin up / spin down): 7.218 / 7.299 eV
* E_tot: -45665.86300 eV
* charge: +3
* 2S+1: 2

CARTESIAN COORDINATES (ANGSTROEM)
C: -17.76313 14.27051 -9.12889
C: -19.20509 14.11115 -9.84132
C: -19.45137 12.63004 -10.20473
C: -20.93775 12.24379 -10.40754
C: -21.80384 12.65091 -9.20300
C: -21.71527 14.15057 -8.81639
N: -20.26079 14.58895 -8.87468
O: -20.12796 15.91569 -8.49990
C: -22.17747 14.28512 -7.34688
C: -22.54491 14.92879 -9.87601
C: -19.22654 14.91806 -11.11759
H: -17.51202 13.32028 -8.65762
H: -17.83659 14.96536 -8.29229
H: -16.98156 14.65411 -9.78471
H: -19.16816 12.00762 -9.35591
H: -18.77915 12.35930 -11.01893
H: -21.05167 11.16637 -10.52702
H: -21.42455 12.60078 -11.31512
H: -21.31782 12.08099 -8.41113
H: -22.83833 12.31173 -9.25663
H: -22.29429 15.30863 -6.99065
H: -21.42277 13.82080 -6.71210
H: -23.09059 13.75796 -7.07047
H: -22.04348 14.75575 -10.82823
H: -22.77018 15.98455 -9.72520
H: -23.52106 14.44406 -9.85984
H: -18.48958 14.63529 -11.86927
H: -19.00283 15.95127 -10.85200
H: -20.14295 15.02016 -11.69886
C: -15.87752 6.93027 -5.63445
C: -16.85542 7.24956 -4.45037
C: -18.24783 7.07169 -5.01363
C: -19.36929 6.98074 -3.90874
C: -19.06546 5.87461 -2.86660
C: -17.68233 6.03693 -2.20888
N: -16.65618 6.25123 -3.28611
O: -15.29398 6.21435 -2.82287
C: -17.30076 4.67449 -1.57181
C: -17.64709 7.13659 -1.07364
C: -16.74419 8.70018 -3.86860
H: -15.91858 5.87512 -5.90475
H: -14.83512 7.20411 -5.47164
H: -16.18673 7.49653 -6.51299
H: -18.27760 6.12647 -5.55566
H: -18.51187 7.84725 -5.73255
H: -20.30477 6.80434 -4.43965
H: -19.51117 7.85256 -3.27007
H: -19.10666 4.94176 -3.42890
H: -19.79092 5.82696 -2.05446
H: -18.02782 4.23575 -0.88843
H: -16.31222 4.40148 -1.20257
H: -17.30483 3.90430 -2.34311
H: -17.85699 8.18220 -1.29885
H: -16.69991 7.11726 -0.53459
H: -18.38129 6.83175 -0.32790
H: -17.26959 8.79592 -2.91840
H: -17.28926 9.35317 -4.55024
H: -15.70936 9.03347 -3.79021
C: -17.11815 14.00921 -0.14281
C: -17.74515 14.27895 -1.54629
C: -19.02742 14.98075 -1.33891
C: -19.55431 15.72466 -2.60478
C: -18.59261 16.71024 -3.21916
C: -17.19662 16.13889 -3.42943
N: -16.81692 15.29604 -2.16379
O: -15.47872 14.89563 -2.32321
C: -16.15602 17.34473 -3.49850
C: -17.02108 15.37160 -4.76928
C: -17.89295 12.91864 -2.44214
H: -16.93267 14.95548 0.36540
H: -16.25784 13.34666 -0.23766
H: -17.87666 13.48781 0.44105
H: -18.95309 15.70688 -0.52940
H: -19.74498 14.20304 -1.07742
H: -20.39260 16.27586 -2.17871
H: -19.99252 15.01910 -3.31066
H: -18.50060 17.55964 -2.54231
H: -19.02833 17.22449 -4.07578
H: -15.98011 17.99982 -2.64526
H: -16.48461 18.01920 -4.28920
H: -15.15071 17.01592 -3.76183
H: -17.20706 15.86475 -5.72339
H: -17.68271 14.50839 -4.84146
H: -16.06469 14.85468 -4.69035
H: -16.89910 12.57606 -2.73024
H: -18.43662 12.98864 -3.38427
H: -18.34958 12.03986 -1.98679
C: -20.27220 11.18804 -5.30778
C: -19.13845 11.61625 -6.24247
O: -18.85626 12.83216 -6.41669
O: -18.47707 10.76286 -6.86091
H: -20.35538 10.10326 -5.24108
H: -21.14576 11.73095 -5.66866
H: -20.04540 11.34443 -4.25317

=====

Density functional theory data (ωB97M-V with the def2-TZVPD basis set) for 10 unconnected molecules or ions with the total composition H20O10.

Output
* structure (SMILES): O.O.O.O.O.O.O.O.O.O
* HOMO-LUMO gap: 10.711 eV
* E_tot: -20800.26363 eV
* charge: 0
* relative energy (zero: lowest compared OMol25 entry of this formula, charge and spin): 2.349 eV
* 2S+1: 1

CARTESIAN COORDINATES (ANGSTROEM)
O: -18.87636 -9.75156 -11.11793
H: -18.81021 -10.70457 -11.25691
H: -17.96185 -9.43341 -11.10439
O: -20.55395 -5.86790 -9.31299
H: -21.16389 -6.15731 -8.62631
H: -20.19206 -6.69039 -9.67417
O: -15.32794 -4.88288 -7.15643
H: -15.41676 -4.09806 -6.60611
H: -16.19143 -4.98075 -7.59474
O: -15.64172 -8.84570 -11.09563
H: -15.47782 -9.19857 -10.20939
H: -15.16470 -9.43900 -11.69141
O: -18.03704 -5.57586 -7.54744
H: -18.85821 -5.13642 -7.81113
H: -18.05993 -5.58215 -6.58201
O: -19.91350 -8.94026 -8.64311
H: -19.14856 -8.39410 -8.43215
H: -19.60028 -9.52898 -9.35873
O: -17.70431 -7.09368 -10.08642
H: -16.88313 -7.38354 -10.51560
H: -17.49087 -7.03159 -9.14776
O: -17.23415 -7.88632 -13.25717
H: -17.66646 -7.25395 -12.66535
H: -16.46664 -8.18247 -12.75055
O: -19.33318 -5.64911 -12.41467
H: -19.97303 -6.32360 -12.67046
H: -19.33400 -5.66403 -11.44980
O: -15.89550 -8.20029 -6.83465
H: -16.66071 -8.52989 -6.35061
H: -15.97540 -7.23678 -6.79966

=====

Density functional theory data (ωB97M-V with the def2-TZVPD basis set) for a gas-phase ion, C10H7O2S (charge -1).

Output
* structure (SMILES): O=C=C/C([O-])=C(/S)c1ccccc1
* HOMO-LUMO gap: 6.276 eV
* E_tot: -25412.51024 eV
* charge: -1
* relative energy (zero: lowest compared OMol25 entry of this formula, charge and spin): 1.266 eV
* 2S+1: 1

CARTESIAN COORDINATES (ANGSTROEM)
C: -1.03520 -0.12506 -2.64421
C: -1.89785 0.38987 -1.69438
C: 0.02381 -0.83367 -2.16641
C: -1.70059 0.11991 -0.39981
C: 0.36551 -1.01051 -0.78647
C: -0.44355 -0.35675 0.12169
C: 2.29949 0.22498 1.23691
C: 1.05405 0.03255 2.11441
C: 1.95151 1.15623 0.41023
C: -0.16781 -0.20043 1.54525
O: 1.22145 0.08022 3.35901
O: 1.75694 2.22944 -0.06071
S: -1.53076 -0.31716 2.70791
H: -1.10746 -0.12000 -3.71393
H: -2.62683 0.97717 -2.11282
H: 0.81391 -1.17517 -2.77752
H: -2.32892 0.61794 0.27873
H: 1.25647 -1.40008 -0.37938
H: 3.03490 -0.55229 1.12063
H: -0.93908 0.26281 3.84087

=====

Number 1: strongest force on any atom 9.9 eV/A. Number 2: strongest force on any atom 0.6 eV/A. Number 3: strongest force on any atom 3.6 eV/A.